1.
A structure of composition C47H47FHfIN4O5SSi at a distorted geometry, computed with ωB97M-V with the def2-TZVPD basis set.

Computed properties:
Energy relative to the best compared isomer or geometry (same formula, charge and spin) in kcal/mol: 134.60
Total charge: -1
Orbital gap in eV: 5.24
E_HOMO in hartree: -0.1245
Energy in eV: -96542.3063
Lowest unoccupied orbital energy in eV: 1.9

Structure (XYZ):
```
108
C47H47FHfIN4O5SSi (ωB97M-V with the def2-TZVPD basis set)
Hf 0.31520 0.90890 -0.26160
C 3.73910 0.39440 -1.56210
C 3.60570 1.57720 -0.64330
N 4.70000 2.34170 -0.56790
C 4.66310 3.40950 0.21210
C 3.58610 3.75380 1.00630
C 3.63850 5.02700 1.80630
O 2.69970 5.99660 1.36990
C 2.45250 2.90320 0.95580
C 1.30350 3.14500 1.77810
N 0.35010 2.25780 1.83980
C -0.88340 2.54870 2.36390
C -1.42430 3.84250 2.43350
C -2.69270 4.05120 2.92570
C -3.46900 2.98080 3.34850
C -2.97440 1.69110 3.26180
C -1.70700 1.49190 2.76160
I -0.89280 -0.45520 2.66850
C 2.41770 1.79670 0.06170
O 2.14380 -0.40020 1.67910
H 3.73560 0.73010 -2.59910
H 2.92060 -0.30200 -1.39890
H 4.69100 -0.10530 -1.38260
H 5.56440 4.01810 0.21070
H 4.65190 5.45650 1.73400
H 3.42050 4.85790 2.86630
H 2.61390 5.91680 0.41250
H 1.24710 4.07020 2.35400
H -0.84950 4.67100 2.05230
H -3.08630 5.05660 2.97290
H -4.46090 3.14440 3.74080
H -3.57230 0.84900 3.57250
C 0.45680 -1.05650 -1.62810
Si 1.05990 -2.81960 -1.59080
C 2.46630 -3.08040 -0.29320
N 1.99690 -2.59220 0.98880
C 1.18360 -3.48940 1.76230
C 2.00660 -4.40650 2.68830
C 3.25060 -3.65750 3.17840
C 2.97990 -2.15220 3.18960
C 2.79410 -1.69290 1.73410
C 1.79640 -3.45180 -3.24990
C 1.21630 -4.47210 -4.00000
C 1.72740 -4.85790 -5.22730
C 2.83380 -4.21360 -5.75420
C 3.43340 -3.20220 -5.02480
C 2.92130 -2.83350 -3.79350
C -0.28400 -4.08610 -1.12300
C -0.02120 -5.45390 -1.09470
C -1.00760 -6.37450 -0.79260
C -2.28840 -5.94030 -0.49710
C -2.56110 -4.58420 -0.48450
C -1.57020 -3.67100 -0.79900
H -0.60770 -1.11200 -1.91390
H 0.94550 -0.60630 -2.50400
H 3.34570 -2.50660 -0.58220
H 2.79410 -4.12500 -0.20970
H 0.57910 -4.07970 1.08000
H 0.49470 -2.89070 2.36820
H 2.30270 -5.31810 2.16550
H 1.37610 -4.69850 3.52840
H 4.08660 -3.84070 2.49730
H 3.54420 -4.01220 4.16900
H 3.81290 -1.61520 3.64970
H 2.06880 -1.93490 3.74890
H 3.78340 -1.57890 1.25730
H 2.57310 0.18290 2.31910
H 0.34540 -4.98200 -3.61290
H 1.25970 -5.66120 -5.78250
H 3.21540 -4.48860 -6.72960
H 4.30290 -2.69850 -5.42630
H 3.40680 -2.04370 -3.23990
H 0.97670 -5.80420 -1.32470
H -0.78680 -7.43500 -0.80130
H -3.07080 -6.65760 -0.28720
H -3.55160 -4.23160 -0.23630
H -1.80210 -2.61640 -0.78810
C -4.71100 4.85350 -4.56720
C -3.57640 4.29050 -5.41890
C -4.14350 3.41110 -6.53070
C -3.02630 3.00380 -7.47550
C -1.92590 2.35500 -6.68720
C -1.07140 1.46500 -7.31840
C -0.05270 0.85780 -6.60190
F 0.78520 0.01920 -7.25890
C 0.12250 1.09200 -5.26160
C -0.74270 1.97430 -4.59680
C -0.53250 2.21690 -3.17030
O 0.41290 1.66610 -2.55300
C -1.45400 3.14040 -2.58290
C -2.42260 3.72240 -3.33470
N -2.61060 3.50390 -4.65780
C -1.77520 2.62240 -5.31560
C -1.28870 3.62720 -1.13950
O -2.02160 4.53450 -0.76070
O -0.33860 3.09670 -0.49140
H -5.46440 5.27910 -5.22680
H -4.37320 5.64250 -3.90150
H -5.17500 4.06610 -3.97950
H -3.03830 5.13170 -5.88280
H -4.91770 3.95940 -7.06540
H -4.59080 2.52260 -6.08360
H -2.64430 3.88930 -7.99570
H -3.38990 2.30810 -8.23420
H -1.19330 1.23730 -8.36590
H 0.90870 0.60650 -4.70480
H -3.07940 4.41540 -2.83600
S -2.16040 0.61710 -0.23180
```



2.
The molecule C24H27NO5, computed with ωB97M-V with the def2-TZVPD basis set.

Computed properties:
Energy relative to the best compared isomer or geometry (same formula, charge and spin) in kcal/mol: 0.00
SMILES: CCCc1cc(=O)oc2c(C)c(O[C@@H](C)C(=O)NC[C@H](O)c3ccccc3)ccc12
Orbital gap in eV: 8.61
E_HOMO in hartree: -0.3149
Energy in eV: -37055.2683
Lowest unoccupied orbital energy in eV: 0.0

Structure (XYZ):
```
57
C24H27NO5 (ωB97M-V with the def2-TZVPD basis set)
C -1.37735 -1.52561 3.58097
C -2.80011 -1.92931 3.22007
C -2.90539 -2.63959 1.86002
C -2.80846 -1.68357 0.70714
C -3.90768 -0.98909 0.33099
C -3.91924 -0.06464 -0.77965
O -4.86482 0.59736 -1.13312
O -2.75535 0.04984 -1.49191
C -1.62657 -0.59879 -1.13180
C -0.50043 -0.35055 -1.91839
C -0.58430 0.56991 -3.09568
C 0.70628 -0.96196 -1.57403
O 1.77109 -0.65013 -2.36432
C 3.06142 -1.11089 -1.99799
C 4.03712 -0.61656 -3.06239
C 3.48519 -0.56417 -0.62375
O 4.20967 -1.18252 0.12536
N 2.98393 0.65867 -0.37271
C 3.13470 1.34273 0.88799
C 1.78051 1.50386 1.60844
O 1.35453 0.27175 2.14098
C 0.70748 2.14547 0.74123
C 1.00277 3.07370 -0.25037
C -0.01269 3.64969 -0.99570
C -1.33522 3.32062 -0.75256
C -1.63874 2.41407 0.24780
C -0.62416 1.82787 0.98146
C 0.76804 -1.81734 -0.47066
C -0.35952 -2.07070 0.27712
C -1.58411 -1.47037 -0.02619
H -1.36593 -1.01749 4.54210
H -0.95101 -0.85509 2.84052
H -0.73623 -2.40116 3.65756
H -3.18038 -2.60578 3.98853
H -3.44245 -1.04637 3.20800
H -3.88186 -3.12582 1.80682
H -2.14293 -3.41458 1.79390
H -4.85024 -1.10520 0.84334
H -1.58335 0.54156 -3.52059
H 0.14735 0.28365 -3.84594
H -0.38093 1.59403 -2.78333
H 3.08911 -2.20815 -1.95828
H 5.04270 -0.93927 -2.80922
H 3.76184 -1.02220 -4.03228
H 4.01120 0.46896 -3.11718
H 2.37104 1.08150 -1.05620
H 3.60474 2.31797 0.73544
H 3.79161 0.72684 1.50756
H 1.94082 2.14367 2.48706
H 1.33817 -0.38641 1.43342
H 2.02340 3.37219 -0.43981
H 0.23370 4.36611 -1.76627
H -2.12559 3.77051 -1.33325
H -2.66889 2.17015 0.45956
H -0.85776 1.12587 1.76751
H 1.69380 -2.29861 -0.19721
H -0.28055 -2.73667 1.11987
```



3.
The molecule C6H18NO2PSi at a distorted geometry, computed with ωB97M-V with the def2-TZVPD basis set.

Computed properties:
Orbital gap (alpha / beta) in eV: 4.88 / 6.22
2S+1: 3
E_HOMO (alpha / beta) in hartree: -0.1572 / -0.3286
Energy in eV: -29262.0427
Lowest unoccupied orbital energy (alpha / beta) in eV: 0.6 / -2.7

Structure (XYZ):
```
29
C6H18NO2PSi (ωB97M-V with the def2-TZVPD basis set)
C -1.95573 -0.10770 0.77181
C -0.14934 1.59949 1.11582
C -1.32930 1.46531 -1.17471
C 0.65965 -1.64798 -2.05416
C 2.20315 0.65315 -0.51238
C -0.81313 0.70232 0.05681
N 0.44450 -1.79521 0.85356
O 2.87760 -1.96870 1.82427
O 1.09467 -2.04815 3.46835
Si 0.78282 -0.56659 -0.35898
P 1.43113 -2.78150 2.04523
H -2.14664 -0.95424 0.16394
H -1.60356 -0.36281 1.77079
H -2.83458 0.55379 0.75879
H 0.76988 2.07228 0.91713
H 0.01193 1.06067 2.00102
H -0.88674 2.39510 1.47470
H -0.45309 1.60444 -1.82809
H -2.05939 0.89408 -1.74623
H -1.71931 2.32789 -0.92392
H -0.24756 -2.26840 -2.15624
H 0.75762 -1.19504 -2.99139
H 1.48270 -2.37516 -2.03412
H 2.32876 1.05910 0.47018
H 3.07765 0.17560 -0.90948
H 1.83279 1.37146 -1.19430
H -0.38284 -2.43233 0.57561
H 3.41546 -2.03758 2.64454
H 0.47673 -1.31851 3.29098
```



4.
A cluster of 3 separate species, C5H17N2O2 in total at a distorted geometry, computed with ωB97M-V with the def2-TZVPD basis set.

Computed properties:
Energy relative to the best compared isomer or geometry (same formula, charge and spin) in kcal/mol: 21.81
Total charge: +2
Orbital gap (alpha / beta) in eV: 11.60 / 6.67
2S+1: 2
E_HOMO (alpha / beta) in hartree: -0.6557 / -0.6557
Energy in eV: -12517.2528
Lowest unoccupied orbital energy (alpha / beta) in eV: -6.2 / -11.2

Structure (XYZ):
```
26
C5H17N2O2 (ωB97M-V with the def2-TZVPD basis set)
C 1.71494 0.35729 1.12917
C 0.27979 1.02992 1.23212
C -0.23785 1.17616 -0.27507
C -0.49162 -0.11802 -0.95455
C -1.69934 -0.66744 -0.94299
N -2.01244 -1.96631 -1.56332
N 0.59773 2.36866 1.67740
H 2.08434 0.06119 0.15669
H 2.45964 0.96244 1.66266
H 1.71775 -0.51062 1.80028
H -0.36876 0.58641 1.97619
H -1.09529 1.84503 -0.21792
H 0.60774 1.74698 -0.66543
H 0.33288 -0.68038 -1.38476
H -2.55806 -0.15603 -0.53595
H -1.29049 -2.22235 -2.23684
H -2.06197 -2.72053 -0.84328
H -2.91335 -1.85696 -2.03630
H 1.39195 2.77123 1.16772
H 0.73580 2.53338 2.68077
H 4.05797 2.67344 -1.20865
H 3.46693 1.73841 -0.25539
O 3.22409 2.22091 -1.04186
H -2.16489 -4.65500 0.80964
H -1.39223 -3.41533 1.31743
O -1.89701 -3.76327 0.57788
```



5.
The molecule C5H10Cl2Si at a distorted geometry, computed with ωB97M-V with the def2-TZVPD basis set.

Computed properties:
Energy relative to the best compared isomer or geometry (same formula, charge and spin) in kcal/mol: 75.12
Orbital gap in eV: 9.47
E_HOMO in hartree: -0.3308
Energy in eV: -38270.1456
Lowest unoccupied orbital energy in eV: 0.5

Structure (XYZ):
```
18
C5H10Cl2Si (ωB97M-V with the def2-TZVPD basis set)
C -0.60349 0.28192 -1.09739
C -2.06215 0.58917 0.64226
C 0.79938 0.04294 0.85121
C 0.56489 -0.43032 -0.53493
C 1.77959 -0.26530 -1.56203
Si -0.89686 -0.24411 1.84898
Cl -0.83269 1.02697 3.55696
Cl -1.02470 -2.23952 2.23069
H -1.21229 -0.28207 -1.86617
H -0.50885 1.41457 -1.17958
H -2.15009 1.66062 0.68658
H -2.90720 0.04618 0.31750
H 1.64220 -0.44140 1.39474
H 0.96249 1.03614 0.91207
H 0.30523 -1.46125 -0.52394
H 2.47244 -0.96473 -1.37136
H 2.30520 0.73960 -1.70459
H 1.36692 -0.50940 -2.60100
```



6.
The molecule C2H6NO2P at a distorted geometry, computed with ωB97M-V with the def2-TZVPD basis set.

Computed properties:
Energy relative to the best compared isomer or geometry (same formula, charge and spin) in kcal/mol: 94.41
SMILES: CN(O)C(=O)P
Orbital gap in eV: 9.94
E_HOMO in hartree: -0.3546
Energy in eV: -17041.6733
Lowest unoccupied orbital energy in eV: 0.3

Structure (XYZ):
```
12
C2H6NO2P (ωB97M-V with the def2-TZVPD basis set)
C 1.34809 -0.74608 0.34490
N 0.14883 -0.03606 -0.02184
O 0.10775 1.54483 0.46059
C -1.02217 -0.66734 0.17458
O -0.99346 -1.87629 0.28669
P -2.53148 0.39016 0.04675
H 1.00614 -1.79806 0.23563
H 2.22206 -0.43599 -0.31509
H 1.61464 -0.57003 1.45358
H 0.02730 2.01641 -0.48274
H -3.24598 -0.74162 -0.38204
H -2.35084 0.36068 -1.40181
```



7.
A cluster of 2 separate species, C21H25F3O8P in total, computed with ωB97M-V with the def2-TZVPD basis set.

Computed properties:
Total charge: -3
Orbital gap in eV: 1.18
E_HOMO in hartree: 0.0968
Energy in eV: -56000.1388
Lowest unoccupied orbital energy in eV: 3.8

Structure (XYZ):
```
58
C21H25F3O8P (ωB97M-V with the def2-TZVPD basis set)
C 4.74669 -3.22763 0.77883
O 4.19819 -2.65745 -0.40957
C 4.80429 -1.42341 -0.74834
C 3.78894 -0.30554 -0.98801
C 3.42938 0.52621 0.25611
C 3.40189 2.04842 0.05125
C 2.81906 2.57269 -1.27530
C 1.75347 3.67022 -1.08344
C 0.44852 3.23507 -0.48010
C -0.05488 3.98444 0.58654
C -1.28384 3.75410 1.23843
O -1.65086 4.40486 2.27518
C -2.11060 2.73619 0.62959
C -3.41483 2.49582 1.10060
C -4.24686 1.52641 0.54993
C -5.62504 1.32707 1.14643
C -6.61742 0.45102 0.38094
O -6.78773 -0.84298 0.98121
C -6.00560 -1.85224 0.41353
C -6.53382 -2.34792 -0.93618
F -7.66649 -1.74689 -1.30885
F -6.81145 -3.67357 -0.86952
F -5.65613 -2.20430 -1.93125
C -3.74029 0.77879 -0.53075
C -2.45497 0.97690 -1.01283
C -1.61294 1.96254 -0.45299
C -0.27430 2.13500 -1.00629
O 0.14728 1.35507 -1.92025
H 4.62049 -2.51500 1.60308
H 4.25885 -4.16391 1.01362
H 5.81352 -3.43761 0.68964
H 5.49897 -1.13601 0.04432
H 5.36728 -1.57722 -1.67482
H 4.10932 0.31705 -1.82046
H 2.87564 -0.78795 -1.33709
H 2.51222 0.17138 0.71455
H 4.21124 0.32900 0.99655
H 2.77925 2.47199 0.84383
H 4.39363 2.47709 0.20005
H 2.39659 1.79564 -1.90190
H 3.63547 3.03997 -1.83788
H 1.56910 4.09693 -2.07583
H 2.20044 4.44255 -0.45438
H 0.51917 4.81810 0.97115
H -3.75099 3.11883 1.92268
H -5.54248 0.87026 2.13501
H -6.08681 2.29820 1.31920
H -6.38890 0.37788 -0.67897
H -7.60221 0.91319 0.44458
H -4.95624 -1.56874 0.34118
H -6.05105 -2.70576 1.08401
H -4.34701 0.01782 -1.00566
H -2.05610 0.38951 -1.82624
O 5.47863 -6.19307 1.85885
P 6.60826 -6.73971 0.97124
O 7.40518 -7.83568 1.69971
O 7.55620 -5.58267 0.61373
O 5.98267 -7.36093 -0.28863
```



Please write out number 5 again, unchanged.
The molecule C5H10Cl2Si at a distorted geometry, computed with ωB97M-V with the def2-TZVPD basis set.

Computed properties:
Energy relative to the best compared isomer or geometry (same formula, charge and spin) in kcal/mol: 75.12
Orbital gap in eV: 9.47
E_HOMO in hartree: -0.3308
Energy in eV: -38270.1456
Lowest unoccupied orbital energy in eV: 0.5

Structure (XYZ):
```
18
C5H10Cl2Si (ωB97M-V with the def2-TZVPD basis set)
C -0.60349 0.28192 -1.09739
C -2.06215 0.58917 0.64226
C 0.79938 0.04294 0.85121
C 0.56489 -0.43032 -0.53493
C 1.77959 -0.26530 -1.56203
Si -0.89686 -0.24411 1.84898
Cl -0.83269 1.02697 3.55696
Cl -1.02470 -2.23952 2.23069
H -1.21229 -0.28207 -1.86617
H -0.50885 1.41457 -1.17958
H -2.15009 1.66062 0.68658
H -2.90720 0.04618 0.31750
H 1.64220 -0.44140 1.39474
H 0.96249 1.03614 0.91207
H 0.30523 -1.46125 -0.52394
H 2.47244 -0.96473 -1.37136
H 2.30520 0.73960 -1.70459
H 1.36692 -0.50940 -2.60100
```



What did the fifth record say?
The molecule C5H10Cl2Si at a distorted geometry, computed with ωB97M-V with the def2-TZVPD basis set.

Computed properties:
Energy relative to the best compared isomer or geometry (same formula, charge and spin) in kcal/mol: 75.12
Orbital gap in eV: 9.47
E_HOMO in hartree: -0.3308
Energy in eV: -38270.1456
Lowest unoccupied orbital energy in eV: 0.5

Structure (XYZ):
```
18
C5H10Cl2Si (ωB97M-V with the def2-TZVPD basis set)
C -0.60349 0.28192 -1.09739
C -2.06215 0.58917 0.64226
C 0.79938 0.04294 0.85121
C 0.56489 -0.43032 -0.53493
C 1.77959 -0.26530 -1.56203
Si -0.89686 -0.24411 1.84898
Cl -0.83269 1.02697 3.55696
Cl -1.02470 -2.23952 2.23069
H -1.21229 -0.28207 -1.86617
H -0.50885 1.41457 -1.17958
H -2.15009 1.66062 0.68658
H -2.90720 0.04618 0.31750
H 1.64220 -0.44140 1.39474
H 0.96249 1.03614 0.91207
H 0.30523 -1.46125 -0.52394
H 2.47244 -0.96473 -1.37136
H 2.30520 0.73960 -1.70459
H 1.36692 -0.50940 -2.60100
```



- Among the records above, which one has the lowest energy?
  C47H47FHfIN4O5SSi



- Which formula does entry 1 have?
  C47H47FHfIN4O5SSi